one | 153
Properties=species:S:1:pos:R:3:lowdin_charge:R:1 method="wB97M-V/def2-TZVPD" e_lumo_ev=-2.78 total_charge=+1 homo_lumo_gap_ev=7.67
C -8.426 -0.245 -1.244 0.178
C -7.980 -1.357 -1.056 -0.075
N -7.494 -2.710 -1.399 -0.044
C -8.643 -3.413 -2.132 -0.089
C -8.303 -3.427 -3.726 -0.073
C -7.086 -2.346 -3.744 -0.233
C -6.247 -2.204 -5.080 -0.134
C -5.580 -0.752 -5.120 -0.204
C -6.256 0.269 -6.139 -0.166
C -6.710 1.545 -5.268 -0.165
C -7.539 2.625 -6.102 -0.206
O -7.532 2.250 -7.488 -0.195
C -8.820 2.361 -8.113 -0.255
C -8.993 1.064 -9.047 -0.084
C -6.375 -2.801 -2.407 -0.201
C -4.946 -2.249 -2.017 -0.107
C -3.893 -3.363 -1.602 -0.191
C -2.731 -3.604 -2.652 -0.210
C -1.844 -2.331 -2.977 -0.226
C -0.730 -2.094 -1.828 -0.198
C 0.149 -0.862 -2.323 -0.225
C 1.635 -0.863 -1.709 -0.204
C 2.209 0.609 -1.900 -0.225
C 3.310 1.019 -0.788 -0.202
C 4.435 1.845 -1.548 -0.209
C 5.052 3.067 -0.736 -0.212
C 4.908 2.966 0.842 -0.223
C 5.851 4.127 1.447 -0.221
C 6.075 4.001 3.016 -0.215
C 5.901 5.438 3.708 -0.261
C 5.795 5.244 5.302 -0.141
H -8.957 0.726 -1.441 0.095
H -7.225 -3.072 -0.473 0.192
H -9.614 -2.840 -2.019 0.137
H -8.639 -4.419 -1.602 0.143
H -9.247 -3.161 -4.273 0.126
H -8.001 -4.514 -3.853 0.127
H -7.690 -1.378 -3.744 0.143
H -7.004 -2.230 -5.931 0.120
H -5.484 -3.023 -5.234 0.121
H -5.682 -0.325 -4.066 0.088
H -4.455 -0.863 -5.269 0.117
H -5.417 0.664 -6.798 0.126
H -7.098 -0.159 -6.749 0.099
H -7.317 1.223 -4.353 0.094
H -5.770 2.019 -4.835 0.118
H -7.003 3.614 -5.996 0.124
H -8.562 2.720 -5.639 0.116
H -8.941 3.272 -8.775 0.123
H -9.698 2.343 -7.403 0.112
H -8.238 1.098 -9.885 0.079
H -10.029 1.157 -9.511 0.081
H -8.896 0.104 -8.461 0.065
H -6.227 -3.922 -2.503 0.163
H -4.492 -1.599 -2.814 0.090
H -5.082 -1.577 -1.104 0.129
H -4.418 -4.370 -1.470 0.112
H -3.408 -3.161 -0.591 0.116
H -2.026 -4.377 -2.195 0.116
H -3.083 -4.070 -3.628 0.110
H -2.417 -1.355 -3.035 0.099
H -1.320 -2.438 -3.983 0.116
H -1.334 -1.842 -0.897 0.113
H -0.166 -3.066 -1.747 0.112
H 0.176 -0.775 -3.456 0.117
H -0.346 0.079 -1.944 0.103
H 2.240 -1.530 -2.409 0.116
H 1.672 -1.250 -0.653 0.109
H 2.651 0.645 -2.951 0.107
H 1.411 1.417 -1.887 0.108
H 2.734 1.615 -0.018 0.102
H 3.721 0.091 -0.269 0.100
H 5.203 1.118 -1.953 0.110
H 3.933 2.294 -2.470 0.097
H 4.645 4.060 -1.095 0.111
H 6.172 3.097 -0.949 0.103
H 3.852 3.271 1.150 0.111
H 5.190 1.957 1.268 0.092
H 6.862 3.964 0.945 0.102
H 5.483 5.134 1.097 0.108
H 7.165 3.718 3.174 0.110
H 5.415 3.241 3.525 0.108
H 5.015 6.008 3.300 0.102
H 6.819 6.084 3.550 0.102
H 4.780 4.799 5.514 0.044
H 6.647 4.598 5.678 0.075
H 5.806 6.253 5.834 0.065
N 6.660 -0.195 0.826 0.057
C 7.951 -0.219 0.467 -0.145
C 8.886 -1.089 1.006 -0.071
C 8.465 -1.984 1.977 -0.081
C 7.135 -1.979 2.367 -0.074
C 6.278 -1.071 1.764 -0.159
H 8.233 0.502 -0.293 0.104
H 9.917 -1.066 0.676 0.089
H 9.167 -2.680 2.423 0.103
H 6.770 -2.663 3.123 0.101
H 5.228 -1.031 2.034 0.099
N -10.720 -5.449 1.218 0.056
C -10.561 -4.168 0.868 -0.182
C -11.594 -3.246 0.821 -0.080
C -12.870 -3.675 1.154 -0.071
C -13.062 -4.998 1.518 -0.059
C -11.960 -5.839 1.535 -0.139
H -9.544 -3.881 0.614 0.073
H -11.405 -2.219 0.533 0.096
H -13.706 -2.985 1.129 0.111
H -14.043 -5.369 1.783 0.109
H -12.058 -6.882 1.817 0.109
N 12.071 -2.962 0.584 0.046
C 12.280 -2.931 -0.739 -0.165
C 12.616 -4.043 -1.492 -0.079
C 12.749 -5.259 -0.842 -0.094
C 12.541 -5.319 0.527 -0.078
C 12.205 -4.150 1.189 -0.166
H 12.167 -1.956 -1.202 0.101
H 12.770 -3.960 -2.560 0.103
H 13.011 -6.152 -1.396 0.107
H 12.636 -6.252 1.067 0.104
H 12.028 -4.146 2.260 0.100
N 9.736 -6.029 -1.393 0.067
C 9.064 -4.959 -0.950 -0.141
C 7.811 -4.589 -1.411 -0.066
C 7.217 -5.369 -2.391 -0.083
C 7.892 -6.482 -2.868 -0.077
C 9.141 -6.767 -2.338 -0.148
H 9.572 -4.378 -0.186 0.090
H 7.313 -3.713 -1.013 0.099
H 6.237 -5.113 -2.778 0.104
H 7.460 -7.114 -3.633 0.100
H 9.707 -7.629 -2.677 0.103
N 2.669 5.222 6.944 0.057
C 1.870 4.244 7.392 -0.151
C 1.395 4.171 8.692 -0.079
C 1.770 5.163 9.583 -0.092
C 2.598 6.185 9.145 -0.094
C 3.016 6.169 7.824 -0.147
H 1.607 3.489 6.658 0.103
H 0.749 3.358 8.999 0.103
H 1.421 5.142 10.609 0.111
H 2.912 6.977 9.814 0.104
H 3.662 6.949 7.433 0.103
N -2.250 7.097 8.090 0.054
C -3.060 7.950 8.730 -0.158
C -2.623 8.869 9.672 -0.078
C -1.271 8.906 9.974 -0.079
C -0.412 8.030 9.327 -0.071
C -0.948 7.152 8.398 -0.147
H -4.109 7.882 8.463 0.100
H -3.323 9.538 10.156 0.101
H -0.890 9.609 10.706 0.106
H 0.649 8.030 9.537 0.082
H -0.316 6.451 7.863 0.093

two | 153
Properties=species:S:1:pos:R:3:lowdin_charge:R:1 method="wB97M-V/def2-TZVPD" e_lumo_ev=-3.81 total_charge=+1 homo_lumo_gap_ev=6.63
C 8.112 -1.700 3.254 0.169
C 7.954 -0.323 2.911 -0.027
N 8.101 0.949 2.049 -0.088
C 9.618 1.160 1.860 -0.123
C 10.055 0.689 0.316 -0.093
C 8.663 -0.144 -0.094 -0.224
C 8.475 -0.606 -1.656 -0.148
C 7.456 -1.891 -1.701 -0.222
C 8.173 -3.336 -1.995 -0.172
C 7.770 -4.313 -0.700 -0.174
C 8.510 -5.776 -0.732 -0.206
O 9.226 -5.913 -2.007 -0.231
C 10.582 -6.454 -1.842 -0.241
C 11.564 -5.567 -2.867 -0.105
C 7.596 0.884 0.606 -0.195
C 5.989 0.739 0.323 -0.114
C 5.229 2.128 -0.104 -0.202
C 4.745 2.202 -1.668 -0.221
C 3.706 1.024 -2.134 -0.237
C 2.147 1.390 -1.649 -0.207
C 1.209 0.188 -2.275 -0.231
C -0.371 0.656 -2.504 -0.214
C -1.233 -0.733 -2.653 -0.237
C -2.825 -0.577 -2.163 -0.209
C -3.704 -1.443 -3.242 -0.222
C -4.973 -2.266 -2.613 -0.222
C -5.543 -1.681 -1.187 -0.227
C -6.992 -2.474 -0.928 -0.230
C -7.880 -1.819 0.285 -0.220
C -8.470 -3.038 1.259 -0.262
C -9.072 -2.358 2.663 -0.162
H 8.387 -2.818 3.571 0.107
H 7.578 1.647 2.622 0.186
H 10.247 0.469 2.599 0.149
H 9.689 2.325 2.103 0.156
H 11.053 0.082 0.395 0.134
H 10.194 1.758 -0.185 0.135
H 8.893 -1.190 0.432 0.148
H 9.537 -1.014 -2.010 0.127
H 8.128 0.257 -2.378 0.125
H 6.941 -1.941 -0.626 0.094
H 6.555 -1.645 -2.445 0.125
H 7.589 -3.817 -2.919 0.135
H 9.327 -3.290 -2.187 0.103
H 8.003 -3.773 0.338 0.096
H 6.587 -4.451 -0.705 0.125
H 7.670 -6.590 -0.687 0.130
H 9.172 -5.868 0.229 0.121
H 10.700 -7.586 -2.140 0.130
H 11.049 -6.324 -0.778 0.116
H 11.261 -5.778 -3.981 0.084
H 12.660 -5.998 -2.700 0.088
H 11.521 -4.413 -2.635 0.070
H 7.865 1.957 0.198 0.169
H 5.731 -0.085 -0.467 0.097
H 5.487 0.385 1.341 0.131
H 5.958 3.059 0.061 0.115
H 4.280 2.370 0.576 0.124
H 4.160 3.234 -1.800 0.122
H 5.636 2.255 -2.449 0.114
H 3.922 -0.039 -1.681 0.101
H 3.720 0.875 -3.317 0.122
H 2.193 1.356 -0.460 0.118
H 1.925 2.456 -2.078 0.114
H 1.665 -0.280 -3.267 0.123
H 1.179 -0.678 -1.488 0.103
H -0.385 1.169 -3.581 0.121
H -0.759 1.395 -1.684 0.113
H -1.159 -1.046 -3.802 0.113
H -0.782 -1.650 -2.054 0.112
H -2.843 -0.995 -1.061 0.106
H -3.148 0.572 -2.115 0.109
H -3.975 -0.740 -4.153 0.116
H -2.964 -2.264 -3.692 0.102
H -4.743 -3.418 -2.509 0.115
H -5.876 -2.187 -3.385 0.107
H -4.841 -2.051 -0.295 0.114
H -5.692 -0.510 -1.166 0.098
H -7.602 -2.316 -1.936 0.106
H -6.799 -3.626 -0.839 0.111
H -8.836 -1.322 -0.215 0.115
H -7.320 -1.017 0.930 0.111
H -7.664 -3.863 1.486 0.105
H -9.394 -3.579 0.765 0.105
H -8.147 -2.015 3.297 0.047
H -9.814 -1.472 2.407 0.082
H -9.629 -3.180 3.326 0.072
N -6.125 1.549 -2.701 0.054
C -7.060 1.661 -3.670 -0.143
C -7.846 2.787 -3.857 -0.073
C -7.665 3.865 -2.997 -0.078
C -6.711 3.780 -1.988 -0.077
C -5.972 2.613 -1.883 -0.157
H -7.166 0.792 -4.313 0.102
H -8.580 2.823 -4.654 0.089
H -8.263 4.765 -3.112 0.103
H -6.547 4.603 -1.302 0.101
H -5.213 2.499 -1.114 0.098
N 10.534 3.840 5.289 0.055
C 10.158 2.547 5.182 -0.178
C 10.771 1.507 5.862 -0.083
C 11.838 1.808 6.701 -0.070
C 12.251 3.130 6.831 -0.062
C 11.573 4.101 6.112 -0.138
H 9.322 2.363 4.513 0.069
H 10.424 0.487 5.740 0.095
H 12.345 1.019 7.249 0.110
H 13.080 3.397 7.476 0.108
H 11.855 5.148 6.183 0.108
N -9.825 4.907 -6.190 0.045
C -9.418 4.502 -7.412 -0.161
C -9.053 5.369 -8.430 -0.081
C -9.112 6.736 -8.182 -0.092
C -9.529 7.185 -6.933 -0.080
C -9.870 6.241 -5.978 -0.164
H -9.392 3.426 -7.558 0.100
H -8.731 4.987 -9.392 0.103
H -8.834 7.447 -8.956 0.107
H -9.586 8.244 -6.709 0.103
H -10.199 6.541 -4.987 0.099
N -6.089 6.835 -7.277 0.067
C -6.010 5.856 -6.349 -0.137
C -4.839 5.182 -6.038 -0.069
C -3.678 5.530 -6.721 -0.081
C -3.729 6.533 -7.684 -0.080
C -4.946 7.151 -7.923 -0.145
H -6.942 5.619 -5.846 0.089
H -4.833 4.406 -5.282 0.099
H -2.742 5.023 -6.505 0.103
H -2.842 6.826 -8.234 0.100
H -5.035 7.943 -8.661 0.102
N -7.161 -2.305 5.629 0.055
C -6.405 -1.361 6.233 -0.149
C -6.570 -0.969 7.551 -0.081
C -7.573 -1.577 8.298 -0.090
C -8.369 -2.551 7.705 -0.096
C -8.126 -2.879 6.381 -0.145
H -5.638 -0.914 5.607 0.103
H -5.932 -0.207 7.985 0.104
H -7.733 -1.294 9.335 0.111
H -9.160 -3.043 8.260 0.103
H -8.718 -3.636 5.873 0.101
N -4.031 -4.457 9.469 0.054
C -3.878 -5.192 10.593 -0.155
C -4.934 -5.698 11.333 -0.080
C -6.229 -5.433 10.898 -0.077
C -6.419 -4.678 9.745 -0.073
C -5.299 -4.218 9.071 -0.144
H -2.849 -5.368 10.893 0.099
H -4.752 -6.284 12.227 0.101
H -7.082 -5.812 11.453 0.105
H -7.415 -4.454 9.381 0.082
H -5.396 -3.628 8.164 0.092

Energies relative to the most stable structure, in kJ/mol: one 0.0; two 1021.1.

one | 23
Properties=species:S:1:pos:R:3:lowdin_charge:R:1 method="wB97M-V/def2-TZVPD" e_lumo_ev=-2.86 total_charge=+1 homo_lumo_gap_ev=11.25
C 2.607 1.504 0.117 0.008
O 1.423 0.787 -0.224 -0.187
C 1.434 -0.587 0.145 -0.059
C 0.228 -1.228 -0.510 -0.263
O -0.117 -2.395 0.137 -0.009
C -1.517 -2.561 -0.045 -0.097
C -2.050 -1.142 0.133 -0.047
O -0.952 -0.348 -0.354 -0.086
H 2.412 2.565 -0.074 0.117
H 2.843 1.355 1.179 0.119
H 3.439 1.152 -0.507 0.118
H 1.359 -0.679 1.239 0.167
H 2.361 -1.060 -0.206 0.165
H 0.374 -1.390 -1.591 0.190
H -1.888 -3.256 0.713 0.153
H -1.726 -2.948 -1.054 0.147
H -2.228 -0.887 1.184 0.151
H -2.937 -0.931 -0.473 0.153
Be -0.290 1.119 -0.356 0.328
C -1.057 2.466 0.063 -0.136
H -1.045 2.631 1.153 0.028
H -0.569 3.345 -0.392 0.019
H -2.106 2.490 -0.279 0.023

two | 23
Properties=species:S:1:pos:R:3:lowdin_charge:R:1 method="wB97M-V/def2-TZVPD" e_lumo_ev="-4.41 / -4.41" total_charge=+1 homo_lumo_gap_ev="7.43 / 7.43"
C -2.896 -1.100 -1.016 -0.003
O -1.779 -0.324 -0.608 -0.205
C -1.591 -0.177 0.806 -0.088
C -0.352 0.654 1.048 -0.091
O 0.337 0.067 2.120 -0.055
C 1.709 0.383 2.036 -0.130
C 2.124 0.085 0.602 -0.120
O 1.065 0.696 -0.152 -0.205
H -2.850 -1.192 -2.105 0.118
H -2.843 -2.096 -0.555 0.118
H -3.826 -0.602 -0.708 0.119
H -1.496 -1.187 1.234 0.161
H -2.490 0.293 1.229 0.162
H -0.616 1.693 1.306 0.169
H 2.257 -0.262 2.732 0.151
H 1.851 1.453 2.259 0.148
H 2.185 -0.990 0.391 0.145
H 3.062 0.589 0.340 0.157
Be -0.217 0.341 -1.144 0.525
C 1.393 0.430 -2.186 -0.115
H 1.868 -0.562 -2.222 0.018
H 0.992 0.545 -3.206 -0.013
H 2.114 1.262 -2.202 0.034

Energies relative to the most stable structure, in kJ/mol: one 0.0; two 443.2.